35
Properties=species:S:1:pos:R:3:mulliken_charge:R:1 method="wB97M-V/def2-TZVPD" max_force_ha_per_bohr=0.016 energy_ha=-1173.07348 orbital_gap_ha=0.3664 total_charge=0 e_above_lowest_ev=0.788
He -3.01129 -0.38286 1.64989 0.028
Xe -0.29806 -0.23180 0.06488 0.014
O 0.32716 1.78423 -2.62099 -0.607
H 1.11042 1.72499 -2.07397 0.327
H 0.22124 0.90509 -2.98448 0.295
O -0.55252 3.35727 -0.37437 -0.601
H -0.84742 2.66568 0.21806 0.222
H -0.33342 2.90036 -1.18645 0.395
O 2.29999 2.29792 -0.71174 -0.626
H 2.17408 3.02142 -0.09781 0.280
H 3.24926 2.23556 -0.81775 0.289
O -4.39560 -1.47817 -0.39504 -0.631
H -3.73698 -2.12326 -0.13754 0.354
H -3.91290 -0.83796 -0.91790 0.347
O -2.23141 -3.31580 0.46457 -0.608
H -1.62805 -3.64888 -0.19969 0.298
H -1.71236 -3.28887 1.26836 0.277
O 3.24855 -0.01282 1.13334 -0.602
H 2.47921 -0.19486 1.67298 0.262
H 2.98046 0.71349 0.57046 0.392
O 2.86882 -2.89637 0.12720 -0.605
H 2.45738 -3.73307 -0.08933 0.298
H 2.26267 -2.48282 0.74185 0.283
O -1.62740 2.53115 2.16137 -0.598
H -2.25702 1.83018 2.33008 0.296
H -1.38882 2.85373 3.03042 0.273
O 1.21374 -1.16667 3.12608 -0.559
H 0.49403 -1.77967 3.27604 0.284
H 1.23653 -0.62561 3.91537 0.262
O -3.50740 0.52227 -2.13341 -0.656
H -3.11637 0.09977 -2.89815 0.295
H -3.58898 1.44268 -2.38325 0.303
O 3.47928 -0.66460 -1.83128 -0.582
H 3.05511 -0.80802 -2.67730 0.288
H 2.98795 -1.21375 -1.22033 0.316

=====

20
Properties=species:S:1:pos:R:3:mulliken_charge:R:1 method="wB97M-V/def2-TZVPD" max_force_ha_per_bohr=0.016 energy_ha=-253.37756 orbital_gap_ha=0.4165 total_charge=+1 e_above_lowest_ev=1.107
C -1.89463 2.18387 -0.96703 -1.219
C -0.64579 1.75953 -0.25644 -0.001
C 0.52213 1.66042 -0.86353 -0.267
N 1.66866 1.02023 -0.19056 -0.258
H -1.73898 2.16004 -2.04295 0.346
H -2.70674 1.50673 -0.70398 0.336
H -2.19241 3.18383 -0.65040 0.326
H -0.74326 1.54218 0.80475 0.328
H 0.72687 1.93430 -1.88762 0.340
H 1.60563 1.05524 0.83022 0.402
H 1.74285 0.03078 -0.44842 0.264
H 2.58311 1.42434 -0.42201 0.394
C 0.43608 -1.90320 0.37069 -0.549
C -0.14453 -2.93214 1.33482 -1.091
H -0.11727 -0.96709 0.45154 0.096
H 0.38838 -2.26693 -0.65559 0.343
H 1.50422 -1.73280 0.55421 0.269
H -1.06362 -3.36121 0.93044 0.309
H 0.52434 -3.77138 1.51455 0.307
H -0.45505 -2.52676 2.29732 0.324

=====

85
Properties=species:S:1:pos:R:3:mulliken_spin:R:1 method="wB97M-V/def2-TZVPD" spin_multiplicity=3 max_force_ha_per_bohr=0.154 energy_ha=-3464.61610 orbital_gap_ha="0.1657 / 0.1769" total_charge=+3
Tm 0.32538 -0.74214 -2.07378 2.045
P 1.09643 2.06994 -1.13896 -0.004
P -0.00646 -0.66316 2.50407 -0.001
P -2.00790 1.48762 0.37270 0.001
H 0.68528 -3.34585 -2.56714 0.003
C 0.00358 -2.68019 -3.11841 0.023
C 0.50970 -1.75211 -4.08495 0.016
H 1.53171 -1.87141 -4.49454 0.003
C 2.70579 2.21345 -2.01254 0.000
C 1.62556 2.74680 0.49731 -0.001
C 0.27875 3.58544 -1.78351 0.000
C -1.18520 -1.80019 3.22307 0.000
C 1.61156 -1.42032 2.53710 0.000
C 0.15157 0.83344 3.48391 0.000
C -3.00353 2.36221 -0.89927 0.001
C -2.23174 2.68784 1.75824 0.000
C -3.24723 0.25098 0.94392 -0.001
H -1.00528 -3.13185 -3.19417 -0.002
H -0.19728 -1.29132 -4.78665 0.000
H 2.69124 1.61196 -2.93126 0.000
H 3.53053 1.86073 -1.37900 0.000
H 2.88504 3.26467 -2.27813 0.000
H 2.36288 2.08109 0.96740 0.000
H 0.76884 2.85978 1.17607 0.000
H 2.08942 3.73749 0.36885 0.000
H -0.07284 3.39543 -2.80375 0.000
H 1.00677 4.40929 -1.80901 0.000
H -0.57534 3.87773 -1.15922 0.000
H -0.75618 -2.23109 4.13389 0.000
H -1.38467 -2.60646 2.50537 0.000
H -2.11664 -1.28126 3.46820 0.000
H 1.74274 -2.00072 3.45820 0.000
H 2.39357 -0.65834 2.52301 0.000
H 1.74887 -2.08474 1.67747 0.000
H -0.11683 0.61253 4.52343 0.000
H -0.49540 1.63613 3.10869 0.000
H 1.19601 1.18183 3.46610 0.000
H -3.36928 3.30752 -0.48172 0.000
H -3.83361 1.72655 -1.22745 0.000
H -2.36643 2.58797 -1.76723 0.000
H -3.10972 3.30928 1.54468 0.000
H -1.34590 3.33144 1.84857 0.000
H -2.40160 2.15866 2.70348 0.000
H -4.17389 0.39310 0.37244 0.000
H -3.44864 0.35925 2.01646 0.000
H -2.89553 -0.76256 0.73813 0.001
C -2.71279 -1.46933 -1.81556 -0.014
C -3.57656 -2.51947 -1.41587 -0.017
C -4.79702 -2.67515 -2.07659 0.007
C -5.14084 -1.83674 -3.13973 -0.020
C -4.32178 -0.77355 -3.49843 0.005
C -3.07884 -0.59657 -2.88152 -0.007
O -1.55896 -1.26453 -1.11539 -0.039
H -0.55103 -0.47037 1.18184 0.002
H -3.26205 -3.19391 -0.62083 0.000
H -5.47784 -3.46663 -1.76492 0.000
H -6.07503 -2.00172 -3.68428 0.000
H -4.63663 -0.06200 -4.25528 0.000
H -2.43512 0.22625 -3.17885 0.002
C 6.72705 -1.87613 -0.38390 0.000
N 5.44052 -1.97728 -1.02802 0.000
N 4.30527 -1.57640 -0.41589 0.000
C 3.29045 -1.62872 -1.31453 0.000
O 2.08994 -1.21261 -1.03011 0.001
C 3.82352 -2.17616 -2.51353 -0.001
C 5.18057 -2.33522 -2.28954 0.001
C 6.25398 -2.80335 -3.18494 0.000
C 4.39452 -1.09312 0.92798 0.000
C 4.42554 0.28334 1.15354 0.000
C 4.91296 0.74919 2.37731 0.000
C 5.32806 -0.16133 3.35739 0.000
C 5.21397 -1.54509 3.14513 0.000
C 4.73871 -2.01374 1.92595 0.000
H 7.47011 -2.19281 -1.11417 0.000
H 6.79842 -2.53456 0.48693 0.000
H 6.96199 -0.84540 -0.09418 0.000
H 3.24701 -2.37787 -3.40606 -0.001
H 7.04443 -2.04672 -3.31576 0.000
H 6.73052 -3.72345 -2.81043 0.000
H 5.83390 -3.02147 -4.17607 0.000
H 4.13192 0.95178 0.34184 0.000
H 4.99626 1.82916 2.54998 0.000
H 5.73359 0.20398 4.30915 0.000
H 5.51842 -2.25914 3.92125 0.000
H 4.65084 -3.08414 1.71684 0.000

=====

Repeat the second record exactly.
20
Properties=species:S:1:pos:R:3:mulliken_charge:R:1 method="wB97M-V/def2-TZVPD" max_force_ha_per_bohr=0.016 energy_ha=-253.37756 orbital_gap_ha=0.4165 total_charge=+1 e_above_lowest_ev=1.107
C -1.89463 2.18387 -0.96703 -1.219
C -0.64579 1.75953 -0.25644 -0.001
C 0.52213 1.66042 -0.86353 -0.267
N 1.66866 1.02023 -0.19056 -0.258
H -1.73898 2.16004 -2.04295 0.346
H -2.70674 1.50673 -0.70398 0.336
H -2.19241 3.18383 -0.65040 0.326
H -0.74326 1.54218 0.80475 0.328
H 0.72687 1.93430 -1.88762 0.340
H 1.60563 1.05524 0.83022 0.402
H 1.74285 0.03078 -0.44842 0.264
H 2.58311 1.42434 -0.42201 0.394
C 0.43608 -1.90320 0.37069 -0.549
C -0.14453 -2.93214 1.33482 -1.091
H -0.11727 -0.96709 0.45154 0.096
H 0.38838 -2.26693 -0.65559 0.343
H 1.50422 -1.73280 0.55421 0.269
H -1.06362 -3.36121 0.93044 0.309
H 0.52434 -3.77138 1.51455 0.307
H -0.45505 -2.52676 2.29732 0.324